## i
Molecular formula: C32H23F10N6NdS4
Method: DFT, ωB97M-V/def2-TZVPD

CARTESIAN COORDINATES (ANGSTROEM)
Nd -0.5022 -0.1513 -0.0029
S 3.5826 2.1377 2.2291
S -0.1838 5.8881 -1.4366
S -3.1701 0.8400 -3.5525
S -2.8018 1.2548 -0.5796
F 0.8347 -5.2673 0.0122
F -4.0021 -0.7093 6.1052
F -2.1414 -1.1273 1.7424
F -2.3650 -1.8079 -0.7791
F -4.1747 -1.6007 3.4850
F -1.1210 -6.9349 0.5883
F -1.7358 0.6263 6.8788
F -4.3624 -3.5773 -0.1516
F -3.7476 -6.1580 0.6201
F 0.2842 1.0545 5.2228
N 0.0567 0.0699 2.3956
N 2.1204 -0.2271 -0.1590
N 0.6239 1.9404 1.2104
N -0.2249 3.3857 -0.8835
N -0.9237 0.4680 -2.2870
N 0.1791 -2.3933 -0.4610
C 0.5867 -0.0669 -4.1613
C 0.6962 -0.2656 -5.5214
C -1.4429 -5.6676 0.2956
C -1.7605 0.3944 -4.4782
C -2.7815 -5.2836 0.2958
C -3.0018 -0.5035 5.2371
C 1.0180 1.1433 2.3950
C -0.7981 0.3896 4.7427
C 1.3852 3.0894 0.8948
C 0.8519 5.3089 -0.1989
C -0.7697 4.2520 -1.6668
C -0.6566 0.2482 -3.6167
C -0.4304 -4.7737 0.0027
C -2.1916 0.8069 -2.0944
C 2.8155 -0.3347 1.1351
C -0.6799 -3.3998 -0.2796
C 2.4772 0.6479 2.2790
C 0.6962 3.9622 -0.0448
C -0.4094 -0.1465 -6.3563
C -3.0886 -0.9607 3.9238
C -1.8461 0.1747 5.6232
C 1.6020 -2.6924 -0.4443
C -3.0902 -3.9765 -0.0744
C 2.3728 -1.4640 -0.9297
C 2.6823 0.8848 -0.9451
C 2.6389 3.2919 1.3249
C -0.8359 -0.0476 3.3908
C -2.0669 -3.1072 -0.3740
C -2.0358 -0.7296 3.0701
C -1.6454 0.1978 -5.8423
C -1.8326 3.9841 -2.6596
C 2.8732 -0.0538 3.5825
H -2.6081 3.3810 -2.1903
H 1.6600 -0.5098 -5.9397
H 3.6220 0.5856 -1.4267
H 2.0426 -1.2786 -1.9570
H -2.5000 0.3153 -6.4868
H 2.5974 -1.3311 1.5245
H -0.2991 -0.3149 -7.4158
H 2.2244 -0.9102 3.7551
H -2.2737 4.9076 -3.0241
H 1.9249 -3.0000 0.5633
H 1.9625 1.2090 -1.7007
H 3.2042 4.1635 1.0528
H 3.4501 -1.6944 -0.9322
H 2.8926 1.7304 -0.3013
H 3.9049 -0.2756 0.9747
H 2.7784 0.6322 4.4178
H -1.4293 3.4310 -3.5078
H 3.9065 -0.3930 3.5273
H -0.3510 2.2421 1.3443
H 1.8537 -3.5133 -1.1303
H 1.4601 5.9777 0.3744
H 0.9698 1.7752 3.2969
H 1.4500 -0.1395 -3.5178

**Multiplicity**: 4
**Orbital gap (alpha / beta)**: 7.69 / 7.70 eV
**Lowest unoccupied orbital energy (alpha / beta)**: 0.00582 / 0.00586 hartree

Mulliken population analysis, charges in e, atoms 1 to 5: Nd 0.195; S -0.320; S -0.220; S -0.255; S -0.390

---

## ii
Molecular formula: C32H23F10N6NdS4
Method: DFT, ωB97M-V/def2-TZVPD

CARTESIAN COORDINATES (ANGSTROEM)
Nd 0.5260 0.3419 -0.5013
S 4.6971 2.5543 1.5617
S 2.5618 -0.8143 -2.1736
S 3.6207 -3.3939 -1.0687
S -0.0637 -0.2319 4.6351
F -3.6198 -1.2631 -3.6404
F -3.5002 2.3761 -1.3886
F -5.5057 2.3343 0.3522
F -2.4306 -3.7008 1.1103
F -0.7230 -1.8337 0.1419
F -5.0502 2.2534 3.0672
F -2.4524 2.2669 3.9756
F -0.3904 2.4719 2.1964
F -4.7807 -4.2985 -0.2361
F -5.2653 -3.0313 -2.6202
N 2.0369 -1.7752 0.2282
N 2.6103 1.3356 0.7222
N 0.4037 0.0737 2.1340
N 0.4656 1.8036 -2.9387
N -0.7207 2.5007 -0.4115
N -1.0751 -0.6076 -2.1405
C -0.4964 -0.3720 2.9600
C -2.0454 -1.4473 -1.8008
C 2.2632 -2.8407 1.0655
C 2.0646 -4.1681 3.0509
C 1.5715 1.7178 -3.8929
C -2.7436 -3.0812 -0.0435
C -3.2605 -1.8270 -2.4615
C 3.1125 -3.8379 0.5390
C -1.8028 -0.9772 2.6134
C -0.9289 -0.1774 -3.5287
C -1.8943 -2.1326 -0.5611
C -1.6747 2.3783 1.7497
C -3.1965 2.4108 -0.0688
C -0.7597 1.3410 -3.6160
C 3.4345 -4.9813 1.2480
C 2.6594 -1.9324 -0.9169
C 0.3284 3.2086 -2.5365
C -1.8330 2.4206 0.3427
C 1.4087 0.4902 4.1637
C 2.9024 -5.1392 2.5135
C -4.2496 2.3625 0.8230
C 1.4935 0.5895 2.8003
C 3.6633 1.9685 0.2977
C 3.6243 1.8871 2.7128
C -3.9104 -3.3969 -0.7256
C -4.1468 -2.7478 -1.9386
C 1.7398 -3.0284 2.3433
C -2.7090 2.3105 2.6545
C -0.7978 3.4357 -1.5309
C 4.0404 2.1920 -1.1176
C 2.5741 1.2625 2.0963
C -4.0261 2.3091 2.1984
H -0.6838 4.4568 -1.1267
H -0.0319 -0.6788 -3.9269
H 1.7232 0.6884 -4.2052
H 4.0846 -5.7231 0.8113
H 1.3728 2.3273 -4.7852
H 5.1178 2.3270 -1.1965
H 1.2722 3.5144 -2.0727
H -1.7756 -0.4480 -4.1598
H -0.7492 1.6457 -4.6727
H 3.8225 2.0056 3.7584
H 2.4957 2.0703 -3.4438
H -2.2063 -0.5468 1.6946
H 3.7309 1.3327 -1.7212
H -1.7612 3.4244 -2.0494
H -2.5104 -0.8209 3.4255
H 2.1035 0.8188 4.9086
H 3.5660 3.0997 -1.4956
H 1.0751 -2.2951 2.7688
H 1.6506 -4.3101 4.0366
H -1.6901 -2.0551 2.4855
H 3.1333 -6.0274 3.0833
H -1.6344 1.7846 -3.1415
H 0.1455 3.8501 -3.4135

**Multiplicity**: 4
**Orbital gap (alpha / beta)**: 6.88 / 6.90 eV
**Lowest unoccupied orbital energy (alpha / beta)**: -0.01074 / -0.01058 hartree

Mulliken population analysis, charges in e, atoms 1 to 5: Nd 0.396; S -0.209; S -0.685; S -0.313; S -0.237

---

Among the structures above, stability is greatest for ii.